{
  "formula": "C4H19O8S2",
  "method": "ωB97M-V with the def2-TZVPD basis set",
  "spin_multiplicity": 1,
  "homo_lumo_gap_ev": 7.999,
  "relative_energy_kj_mol": 199.8,
  "charge": -1,
  "fmax_ev_per_a": 6.30,
  "species": ["C", "C", "O", "O", "C", "S", "S", "C", "H", "H", "H", "H", "H", "H", "H", "H", "H", "O", "H", "H", "O", "H", "H", "O", "H", "H", "O", "H", "H", "O", "H", "H", "O"],
  "coordinates": [[0.799126, -1.187383, -1.974639], [-0.907177, -1.090819, -2.019956], [-1.457339, -1.369400, -3.075806], [-1.384532, -0.622277, -0.904579], [1.533126, -0.377107, -0.928246], [2.093760, 1.211284, -1.681849], [2.078711, 2.654392, -0.219713], [0.586559, 2.471204, 0.804586], [1.297993, -2.102971, -2.088506], [0.993183, -0.748067, -2.925065], [2.476428, -0.933684, -0.695312], [0.972369, -0.064823, -0.049912], [-0.258683, 2.316381, 0.145956], [0.447776, 1.657581, 1.620236], [0.335689, 3.445366, 1.302656], [-2.184026, 2.572598, -0.051333], [-2.436433, 0.995915, -0.494044], [-2.691407, 1.750754, -0.086841], [-2.657647, -0.027461, 2.887717], [-2.493690, -1.572230, 2.346251], [-2.352796, -0.998884, 3.167247], [-0.142924, -0.386208, 2.626865], [1.345219, -0.337666, 2.840957], [0.690102, 0.258109, 3.054253], [2.204944, -2.120957, 2.713070], [1.469211, -2.313858, 1.413015], [2.282539, -1.961572, 1.775499], [-0.719845, -1.693915, 0.168573], [-0.148154, -3.005802, 0.133912], [-0.355037, -2.397758, 0.776766], [-3.038429, -0.771173, 0.181999], [-3.702945, -2.170908, 0.108103], [-3.805203, -1.344511, 0.662135]],
  "atomic_forces_ev_per_a": [[-2.554, 1.694, -0.169], [1.822, 0.304, 0.882], [0.239, 0.078, 0.874], [0.054, -0.655, -1.120], [1.528, 0.090, 0.091], [-0.841, -0.032, -0.372], [0.394, -0.005, 1.236], [-1.666, -0.308, 0.993], [-0.109, -1.935, 0.185], [0.165, 0.573, -1.005], [-0.945, 0.570, 0.486], [-0.013, -0.527, 0.038], [-0.070, -0.122, -0.406], [1.242, 1.236, -1.483], [0.753, -0.594, -0.450], [0.310, -1.289, -0.680], [2.639, -3.113, -2.544], [-2.970, 4.499, 3.140], [0.871, -3.446, 0.609], [-0.113, 1.443, 1.288], [-0.648, 2.109, -1.956], [2.847, 2.891, 2.120], [2.988, -1.775, -0.891], [-6.089, -1.233, -1.057], [0.102, -0.289, 0.428], [-0.865, 0.044, -0.356], [0.797, 0.198, 0.149], [-0.139, 0.506, 0.550], [0.851, -2.786, -2.132], [-0.708, 2.123, 1.776], [-2.348, -1.823, 1.361], [-0.312, 1.249, 0.917], [2.788, 0.325, -2.500]]
}

***

{
  "formula": "C4H2",
  "method": "ωB97M-V with the def2-TZVPD basis set",
  "spin_multiplicity": 1,
  "homo_lumo_gap_ev": 10.108,
  "relative_energy_kj_mol": 475.2,
  "charge": 0,
  "smiles": "C#CC#C",
  "fmax_ev_per_a": 4.81,
  "species": ["C", "C", "C", "C", "H", "H"],
  "coordinates": [[-1.886475, -0.524994, -0.058244], [-0.671114, -0.441868, 0.091297], [1.093013, 0.198447, -0.094086], [2.365170, 0.234903, -0.114621], [-2.833517, -0.942717, 0.067370], [1.932921, 1.476230, 0.108286]],
  "atomic_forces_ev_per_a": [[3.404, -0.169, 0.686], [3.501, 2.664, -1.264], [-4.165, -2.296, 0.730], [-1.937, 1.976, 0.295], [-1.113, -0.084, -0.107], [0.310, -2.091, -0.340]]
}

***

{
  "formula": "C4H2",
  "method": "ωB97M-V with the def2-TZVPD basis set",
  "spin_multiplicity": 1,
  "homo_lumo_gap_ev": [10.700, 10.671],
  "relative_energy_kj_mol": 59.9,
  "charge": 0,
  "smiles": "C#CC#C",
  "fmax_ev_per_a": 0.79,
  "species": ["C", "C", "C", "C", "H", "H"],
  "coordinates": [[1.753519, -0.000028, 0.296615], [0.790537, -0.205545, -0.398700], [-0.572889, -0.218856, -0.633190], [-1.731616, -0.028721, -0.361145], [2.446337, 0.203789, 1.077250], [-2.685890, 0.249362, 0.019168]],
  "atomic_forces_ev_per_a": [[-0.311, -0.172, -0.231], [0.220, 0.209, 0.732], [-0.524, 0.249, 0.387], [0.372, 0.011, -0.205], [0.423, -0.078, -0.325], [-0.181, -0.220, -0.357]]
}

***

{
  "formula": "C4H20B2ClCrN4O12",
  "method": "ωB97M-V with the def2-TZVPD basis set",
  "spin_multiplicity": 5,
  "homo_lumo_gap_ev": [4.612, 6.504],
  "charge": -1,
  "fmax_ev_per_a": 5.64,
  "species": ["Cr", "Cl", "O", "O", "O", "O", "B", "H", "H", "H", "H", "B", "H", "H", "H", "H", "C", "N", "O", "O", "H", "H", "H", "C", "N", "O", "O", "H", "H", "H", "C", "N", "O", "O", "H", "H", "H", "C", "N", "O", "O", "H", "H", "H"],
  "coordinates": [[-27.232280, 6.634120, -13.031790], [-23.976440, 10.400570, -14.389390], [-24.450900, 11.714100, -14.102890], [-22.517390, 10.453670, -14.071610], [-24.634220, 9.350560, -13.642860], [-24.137680, 10.108190, -15.822140], [-25.339340, 4.249150, -12.802750], [-26.350970, 4.318270, -12.433870], [-25.246610, 4.897780, -13.660030], [-24.700070, 4.558100, -11.990270], [-25.059610, 3.234750, -13.041480], [-27.626950, 7.308780, -10.161000], [-28.550920, 7.832050, -9.969390], [-27.095140, 7.951250, -10.845580], [-27.074060, 7.244380, -9.236660], [-27.830100, 6.335030, -10.579080], [-18.944240, 10.044910, -17.642580], [-17.812630, 10.297700, -18.493510], [-17.986480, 10.501490, -19.710190], [-16.695280, 10.257300, -18.031740], [-19.422420, 9.241760, -18.203300], [-19.507240, 10.942240, -17.385810], [-18.450850, 9.540690, -16.811660], [-26.599020, 7.120330, -18.784870], [-27.542540, 7.251220, -17.627960], [-27.147900, 6.897990, -16.525360], [-28.705360, 7.538580, -17.917200], [-25.607070, 7.316430, -18.377830], [-26.901150, 7.893410, -19.491380], [-26.822410, 6.103100, -19.106480], [-29.890610, 11.540360, -14.240630], [-30.361550, 10.211060, -13.665370], [-29.496160, 9.327520, -13.524090], [-31.522620, 10.195810, -13.310480], [-30.313920, 11.616310, -15.242200], [-28.807280, 11.648330, -14.293860], [-30.357550, 12.282980, -13.593630], [-21.681330, 14.318290, -10.412440], [-21.751830, 15.687020, -10.949350], [-21.156170, 15.913430, -11.996350], [-22.376120, 16.506680, -10.312460], [-22.362630, 14.186790, -9.571820], [-20.621260, 14.169910, -10.206710], [-21.979590, 13.682790, -11.246280]],
  "atomic_forces_ev_per_a": [[1.534, -0.961, 2.563], [3.408, -0.193, -1.458], [-1.413, 0.410, 0.390], [-1.868, -0.865, -0.284], [-0.270, 0.296, 0.312], [-0.128, 0.169, 0.961], [0.672, 0.818, -0.001], [-5.305, 0.289, 1.890], [0.654, 2.991, -3.876], [2.247, 1.617, 2.928], [0.275, -3.830, -1.301], [-0.321, 0.176, -0.437], [-3.755, 1.732, 0.267], [2.662, 2.989, -3.326], [2.550, -0.701, 2.950], [-1.093, -4.690, -1.929], [0.226, -1.698, 0.606], [1.736, 1.255, -3.331], [-0.567, -0.187, 1.568], [0.144, -0.044, 0.733], [-0.982, 0.520, 0.224], [-0.006, -0.318, -0.265], [-0.609, 0.475, 0.510], [-0.300, 0.739, 0.833], [-1.274, -0.540, -0.054], [-0.295, 0.496, -0.417], [1.277, -0.034, 0.717], [-0.018, -0.433, -0.280], [0.083, -0.380, -0.094], [0.547, 0.161, -0.331], [-0.423, -0.102, -0.035], [1.709, 0.386, 0.367], [-1.813, 0.847, -0.278], [0.784, -0.801, -0.286], [-0.051, -0.077, 0.106], [-0.170, -0.464, 0.276], [0.177, -0.016, -0.164], [0.034, -0.538, -0.607], [0.185, 0.601, -0.551], [-0.392, -0.193, 0.772], [-0.110, 0.263, 0.021], [0.365, 0.259, -0.073], [-0.226, -0.256, 0.249], [0.122, -0.167, 0.133]]
}

***

{
  "formula": "C4H20BClCuN8O4",
  "method": "ωB97M-V with the def2-TZVPD basis set",
  "spin_multiplicity": 3,
  "homo_lumo_gap_ev": [9.663, 4.368],
  "relative_energy_kj_mol": 0.0,
  "charge": 1,
  "fmax_ev_per_a": 6.48,
  "species": ["Cu", "B", "H", "H", "H", "H", "Cl", "C", "O", "N", "N", "H", "H", "H", "H", "C", "O", "N", "N", "H", "H", "H", "H", "C", "O", "N", "N", "H", "H", "H", "H", "C", "O", "N", "N", "H", "H", "H", "H"],
  "coordinates": [[0.115664, 0.014976, 0.006855], [-1.692735, 1.438365, -0.374415], [-1.824423, 0.399156, -0.633163], [-2.656158, 1.905061, -0.509485], [-1.183950, 1.504814, 0.574772], [-0.967363, 1.788831, -1.092208], [2.505938, -0.971702, 0.408429], [1.631694, 3.123724, 0.240432], [1.269019, 1.950360, 0.186838], [0.835556, 4.185152, 0.037791], [2.834893, 3.524439, 0.471366], [-0.140481, 3.981856, -0.123864], [1.191700, 5.123602, 0.149971], [3.424506, 3.047981, 1.138777], [2.996624, 4.520816, 0.437035], [-1.342148, -2.754062, -0.187385], [-0.765539, -1.885903, 0.424602], [-0.692850, -3.748945, -0.817367], [-2.593283, -3.104650, 0.057711], [0.306449, -3.615403, -0.877867], [-1.131488, -4.489796, -1.345414], [-3.070456, -2.644780, 0.819901], [-3.086335, -3.923487, -0.268647], [0.047730, -0.000777, 3.517687], [-0.150147, 0.405992, 2.316488], [0.177127, 0.833592, 4.535207], [0.183270, -1.292116, 3.899061], [0.536080, 0.521450, 5.426166], [0.395323, 1.786716, 4.282132], [0.322209, -2.015078, 3.207590], [0.231072, -1.441223, 4.896846], [0.335265, -0.959380, -3.350642], [0.115225, -0.677017, -2.135569], [0.997367, -0.220684, -4.135768], [-0.385638, -1.911494, -3.947933], [1.369583, 0.659658, -3.809339], [1.302813, -0.655299, -4.994789], [-0.252417, -2.080565, -4.934729], [-1.189696, -2.324179, -3.497076]],
  "atomic_forces_ev_per_a": [[-1.683, 0.900, 0.077], [1.087, 0.399, 0.219], [-0.668, -4.726, -1.301], [-3.508, 1.456, 0.103], [1.217, 0.887, 3.965], [2.621, 1.576, -3.093], [-0.406, 0.391, -0.066], [-2.875, -0.055, -0.556], [0.364, -1.175, 0.168], [-1.699, -0.221, -0.483], [4.968, 0.914, 1.289], [-0.004, 0.333, -0.173], [-0.563, -0.311, -0.026], [-0.037, -0.296, -0.439], [0.187, -0.294, 0.130], [-0.258, -3.627, 0.706], [1.369, 2.630, 0.613], [1.802, 0.061, -1.381], [-3.089, 0.813, 0.830], [-0.207, -0.203, -0.433], [0.111, 0.276, 0.223], [0.078, 0.363, -0.332], [0.623, 0.117, -0.211], [-0.024, -0.340, -3.662], [0.904, -1.258, 2.857], [0.230, 2.051, 1.092], [-0.197, -0.151, -0.336], [-0.077, 0.093, -0.256], [-0.350, -0.060, 0.150], [-0.290, 0.109, 0.358], [0.135, -0.666, -0.479], [-4.263, -0.408, 4.868], [0.846, -0.638, -0.873], [3.519, 2.411, -2.894], [-0.359, -1.919, -0.751], [0.248, -0.366, -0.105], [0.138, 0.818, -0.114], [-0.367, -0.005, 0.240], [0.478, 0.121, 0.078]]
}

***

{
  "formula": "C4H20N2O8",
  "method": "ωB97M-V with the def2-TZVPD basis set",
  "spin_multiplicity": 1,
  "homo_lumo_gap_ev": 9.854,
  "relative_energy_kj_mol": 217.8,
  "charge": 0,
  "smiles": "CC(=O)NCC(N)=O.O.O.O.O.O.O",
  "fmax_ev_per_a": 6.97,
  "species": ["C", "C", "O", "N", "C", "C", "N", "O", "H", "H", "H", "H", "H", "H", "H", "H", "O", "H", "H", "O", "H", "H", "O", "H", "H", "O", "H", "H", "O", "H", "H", "O", "H", "H"],
  "coordinates": [[-0.350860, -3.263505, 1.288464], [0.514641, -3.416099, 0.141054], [1.402496, -4.227959, -0.054101], [0.475156, -2.440227, -0.861136], [-0.322774, -1.209404, -1.008193], [0.514486, -0.072982, -0.326334], [1.815865, 0.151692, -0.742629], [0.020308, 0.542528, 0.648960], [-0.047520, -2.376597, 1.876380], [-1.445026, -3.001817, 1.165704], [-0.370394, -4.183297, 2.050544], [1.010996, -2.723305, -1.637967], [-0.666636, -0.956086, -2.023937], [-1.158133, -1.212199, -0.228412], [2.177055, -0.618794, -1.369785], [2.427804, 0.848681, -0.525463], [1.425649, 3.561849, 1.903895], [0.774544, 4.205718, 1.700369], [0.886093, 2.722216, 2.018306], [-2.644300, 1.391026, 0.351301], [-1.887319, 0.983624, 0.024668], [-2.589044, 2.117409, 0.896997], [-3.298157, -0.374062, -1.178192], [-3.590848, -0.258471, -0.292422], [-3.813592, -0.919602, -1.762750], [2.346932, 2.785153, -0.257984], [2.567488, 3.168974, 0.557296], [1.482300, 2.514132, -0.277727], [-1.920912, 2.388453, -3.415223], [-1.416827, 1.516756, -3.416399], [-2.652985, 2.186408, -2.874400], [3.008440, -0.010210, 2.246611], [3.354325, 0.256122, 3.047320], [1.970755, -0.076124, 2.335176]],
  "atomic_forces_ev_per_a": [[-2.461, -0.904, 4.034], [1.824, 0.775, -2.736], [-0.723, -0.779, 1.101], [-1.926, 0.831, 0.114], [0.438, 0.198, 3.135], [1.446, 1.421, 0.814], [-3.445, -5.494, -2.544], [0.592, -0.519, -1.504], [0.365, -0.414, -0.173], [1.159, -0.519, -0.743], [0.466, 1.939, -1.980], [0.702, -0.313, -0.790], [0.205, -0.409, 0.497], [0.649, -0.409, -1.745], [-0.491, 1.615, 1.045], [1.681, 2.518, 1.388], [-0.628, -2.175, 1.498], [-0.871, 1.131, -0.295], [1.068, 1.299, -0.221], [-3.821, -1.270, -0.910], [2.598, -0.241, -0.103], [1.169, 2.089, 1.646], [1.381, -0.029, -1.890], [-1.025, 0.038, 0.831], [-0.654, -0.350, 0.476], [3.765, -0.174, -3.092], [-0.167, 0.676, 1.688], [-3.216, -0.549, 0.432], [2.393, -1.568, -0.964], [-0.901, 1.803, -0.093], [-1.511, -0.278, 1.151], [-4.184, -1.186, -2.783], [0.852, 0.895, 2.810], [3.271, 0.351, -0.095]]
}

***

{
  "formula": "C4H20NO5",
  "method": "ωB97M-V with the def2-TZVPD basis set",
  "spin_multiplicity": 1,
  "homo_lumo_gap_ev": 10.835,
  "relative_energy_kj_mol": 117.8,
  "charge": 1,
  "fmax_ev_per_a": 2.11,
  "species": ["C", "C", "C", "C", "N", "H", "H", "H", "H", "H", "H", "H", "H", "H", "H", "H", "H", "O", "H", "H", "O", "H", "H", "O", "H", "H", "O", "H", "H", "O"],
  "coordinates": [[1.736030, -0.856142, -1.323470], [1.953867, -0.787464, 0.179520], [1.512567, -1.977695, 0.951605], [0.785616, -2.025113, 2.050209], [0.239679, -0.926335, -1.604880], [2.219173, -0.024740, -1.823909], [2.175761, -1.728586, -1.817038], [3.058887, -0.737761, 0.261879], [1.403554, 0.094378, 0.501293], [1.802176, -2.952743, 0.603920], [0.335336, -2.928993, 2.475203], [0.395623, -1.182767, 2.629415], [-0.178733, 0.003354, -1.712299], [0.023994, -1.350046, -2.504915], [-0.159562, -1.427435, -0.815409], [-2.347284, -0.693967, -0.179792], [-2.663036, 0.568731, -0.793896], [-1.985368, -0.111436, -0.901653], [-4.790109, -0.685286, 0.025252], [-4.180773, -2.022728, 0.473736], [-4.005860, -1.062272, 0.438470], [-0.092381, 2.731603, 1.010956], [-0.178277, 4.204541, 0.838283], [-0.501143, 3.389176, 0.431009], [2.092329, 1.331840, 2.367529], [1.060151, 2.007983, 3.323470], [1.160779, 1.530805, 2.499064], [-0.104419, 2.861000, -3.220068], [-0.306388, 2.556845, -1.739484], [-0.462189, 2.201255, -2.624002]],
  "atomic_forces_ev_per_a": [[-0.158, -0.969, -0.611], [0.832, -0.068, -0.412], [-0.445, -0.762, -0.024], [-1.713, 0.440, 1.154], [1.799, 0.699, -0.744], [-0.523, 0.441, -0.043], [-0.062, -0.157, 0.462], [-0.511, 0.615, 0.290], [0.498, 0.280, 0.464], [0.297, -0.292, -0.614], [0.909, -0.170, -0.356], [0.415, 0.335, -0.606], [-0.268, 0.096, 0.623], [0.012, -0.509, 0.187], [-0.554, 0.038, -0.216], [0.357, 0.328, -0.891], [0.300, 0.380, -0.546], [-0.864, -0.170, 1.283], [-0.034, 0.000, 0.011], [0.008, 0.666, 0.054], [-0.383, -0.997, 0.324], [-0.063, -0.271, -0.022], [-0.226, 0.111, -0.340], [0.416, -0.049, 0.265], [0.057, 0.187, 0.312], [0.242, 0.053, 0.251], [-0.360, -0.137, -0.581], [0.049, 0.112, -0.173], [-0.184, 0.289, 0.150], [0.156, -0.519, 0.349]]
}